Density functional theory data (wB97M-V/def2-TZVPD) for a structure of composition C16H26IrN6O6 at a distorted geometry.

Calculated values
Multiplicity: 5
LUMO level (spin up / spin down): -4.4 / -5.8 eV
Net charge: +1

```
55
Properties=species:S:1:pos:R:3:lowdin_charge:R:1
O 0.57469 -0.49824 -3.98126 -0.104
H 1.25553 0.00094 -3.48904 -0.022
Ir 0.22178 -0.16916 -0.46395 1.445
N 0.43592 1.39423 0.73285 -0.224
N 1.87209 0.82149 -1.32303 -0.186
N -0.92930 -1.12889 0.80461 -0.248
N 0.03334 -2.06657 -1.31731 -0.255
O -0.21367 1.59798 1.82529 -0.047
O -1.33317 -0.62401 1.96876 -0.018
O 0.55503 -2.58608 -2.35141 -0.065
O 2.62803 0.47999 -2.30750 -0.017
C 2.21278 1.97417 -0.66880 -0.214
C 1.42986 2.28712 0.45957 -0.220
C -1.20947 -2.44511 0.61492 -0.280
C -0.64298 -2.97286 -0.54455 -0.229
C 1.57767 3.39085 1.42556 0.006
H 1.88460 3.02555 2.41567 0.110
H 0.64524 3.95667 1.56699 0.109
H 2.35825 4.07959 1.09158 0.085
C 3.39391 2.71144 -1.15092 0.009
H 3.28950 2.93867 -2.22084 0.112
H 4.29442 2.09253 -1.04907 0.111
H 3.55851 3.63355 -0.59204 0.086
C -2.00765 -3.18412 1.61759 -0.006
C -0.74641 -4.38934 -0.97068 0.004
H -2.66713 -2.52410 2.19760 0.092
H -1.35105 -3.73289 2.31199 0.105
H -2.60422 -3.95324 1.10786 0.093
H -0.12122 -4.57086 -1.85687 0.089
H -1.78091 -4.62931 -1.24751 0.108
H -0.43203 -5.06494 -0.16633 0.103
H -0.91976 0.36024 1.96156 0.048
H 0.31619 -1.08580 -3.19996 -0.013
C -1.06704 0.85904 -1.27558 -0.239
H -0.64402 1.92462 -1.45329 0.076
H -2.09714 -0.16140 -0.57542 0.258
H -1.68121 0.34733 -2.15524 0.066
O -3.77490 2.59245 -1.64905 -0.044
H -4.57244 2.16018 -1.34947 0.037
H -3.58698 3.22734 -0.96989 0.025
N 3.76464 -2.14156 0.62419 0.142
C 2.81153 -1.67596 -0.18888 -0.122
N 1.90592 -1.03900 0.52584 -0.045
C 2.25520 -1.11036 1.88416 -0.180
C 1.72122 -0.61810 3.07467 -0.003
C 2.40344 -0.88099 4.27295 -0.055
C 3.60802 -1.60677 4.29633 -0.062
C 4.15918 -2.09022 3.10416 0.003
C 3.45813 -1.82798 1.92904 -0.194
H 4.59980 -2.66761 0.31447 0.195
H 2.83630 -1.80097 -1.26654 0.140
H 0.81204 -0.03583 3.03942 0.081
H 1.99840 -0.51422 5.22129 0.116
H 4.10815 -1.79244 5.24991 0.115
H 5.09767 -2.65812 3.05769 0.124
```